No. 1
The following is a quantum chemistry calculation of a cluster of 2 separate species, C9H9N3O2 in total at a distorted geometry, from the Open Molecules 2025 dataset.

Structure (XYZ):
```
23
Properties=species:S:1:pos:R:3:lowdin_charge:R:1
O 2.288 0.232 -2.850 0.101
C 1.981 0.493 -1.733 -0.484
C 1.426 1.760 -1.240 -0.036
C 1.144 2.030 0.038 -0.072
N 1.708 1.161 1.038 0.112
C 1.965 -0.251 0.807 -0.475
O 1.936 -1.122 1.663 0.047
N 2.161 -0.370 -0.610 0.178
H 1.332 2.587 -2.041 0.143
H 0.527 2.960 0.143 0.138
H 1.586 1.252 1.954 0.072
H 2.478 -1.372 -0.806 0.187
C -2.709 -1.484 -0.220 -0.079
C -3.004 -0.218 0.289 -0.054
C -1.933 0.584 0.720 -0.135
N -0.746 0.097 0.970 0.074
C -0.533 -1.135 0.630 -0.206
C -1.447 -2.002 0.093 -0.080
H -3.347 -2.194 -0.865 0.132
H -3.985 0.268 0.269 0.103
H -2.013 1.598 0.814 0.077
H 0.396 -1.739 0.969 0.116
H -1.212 -3.136 -0.032 0.140
```

Properties
orbital gap = 9.75 eV
molar mass = 191.19 u
LUMO level = 0.7 eV
E_HOMO = -9.08 eV
total energy = -663.03966 Ha

=====

No. 2
The following is a quantum chemistry calculation of a cluster of 2 separate species, C7H16O in total, from the Open Molecules 2025 dataset.

Structure (XYZ):
```
24
Properties=species:S:1:pos:R:3:lowdin_charge:R:1
C -0.328 1.768 0.364 -0.215
C -0.702 1.196 1.732 -0.208
C 0.023 -0.155 1.742 -0.200
C 1.350 0.099 0.981 -0.188
C 1.173 1.467 0.273 -0.210
H -0.563 2.844 0.252 0.110
H -0.877 1.220 -0.425 0.095
H -1.794 1.104 1.893 0.110
H -0.299 1.852 2.528 0.112
H -0.589 -0.896 1.192 0.079
H 0.188 -0.548 2.764 0.107
H 1.541 -0.708 0.247 0.087
H 2.209 0.129 1.679 0.104
H 1.731 2.250 0.822 0.108
H 1.547 1.457 -0.770 0.096
C 0.200 -1.054 -2.307 -0.085
C -0.695 -1.874 -1.407 -0.329
O -1.815 -1.056 -1.055 -0.102
H 0.543 -0.147 -1.781 0.047
H -0.347 -0.748 -3.215 0.085
H 1.084 -1.640 -2.610 0.085
H -1.033 -2.789 -1.931 0.113
H -0.145 -2.189 -0.500 0.097
H -2.402 -1.580 -0.470 0.101
```

Properties
orbital gap = 11.29 eV
molar mass = 116.20 u
LUMO level = 0.9 eV
E_HOMO = -10.38 eV
total energy = -351.53592 Ha

=====

No. 3
The following is a quantum chemistry calculation of a structure of composition C3H4FGdO3 at a distorted geometry, from the Open Molecules 2025 dataset.

Structure (XYZ):
```
12
Properties=species:S:1:pos:R:3:lowdin_charge:R:1
C 1.222 -0.118 0.660 -0.333
C 0.740 0.146 -0.688 -0.417
H 0.957 0.732 1.311 0.025
H 0.808 -1.047 1.081 0.024
F 0.780 -0.974 -1.524 -0.017
H 1.297 0.937 -1.206 0.124
Gd 4.077 -0.273 0.865 0.849
O -2.235 0.688 0.639 0.129
C -1.739 0.026 -0.415 -0.664
O -2.206 -1.011 -0.831 0.114
O -0.692 0.677 -0.862 0.039
H -3.009 0.216 0.969 0.125
```

Properties
orbital gap (spin up / spin down) = 7.35 / 6.16 eV
molar mass = 264.31 u
spin multiplicity = 8
LUMO level (spin up / spin down) = -0.6 / -0.3 eV
E_HOMO (spin up / spin down) = -7.99 / -6.48 eV
total energy = -1207.82896 Ha

=====

No. 4
The following is a quantum chemistry calculation of the molecule C13H15N3O3S3 at a distorted geometry, from the Open Molecules 2025 dataset.

Structure (XYZ):
```
37
Properties=species:S:1:pos:R:3:lowdin_charge:R:1
C -2.961 -3.124 -0.427 -0.044
C -2.758 -1.641 -0.472 -0.263
C -3.512 -0.812 0.355 -0.020
C -3.321 0.556 0.346 -0.045
C -2.374 1.091 -0.503 -0.302
S -2.056 2.836 -0.424 0.689
O -3.263 3.588 -0.284 -0.280
O -1.109 3.206 -1.443 -0.295
N -1.240 2.942 1.079 -0.098
N 0.106 2.634 0.948 -0.012
C 0.452 1.308 1.045 -0.491
O -0.288 0.466 1.515 0.076
C 1.811 1.018 0.584 -0.361
S 2.925 2.280 0.080 1.057
C 4.164 1.091 -0.277 -1.096
S 5.662 1.434 -0.837 0.621
N 3.679 -0.157 -0.009 -0.170
C 4.485 -1.333 -0.216 -0.046
C 2.396 -0.208 0.461 -0.274
C 1.770 -1.519 0.767 0.006
C -1.618 0.297 -1.338 -0.056
C -1.815 -1.073 -1.320 -0.028
H -2.423 -3.619 -1.230 0.075
H -2.603 -3.518 0.524 0.087
H -4.018 -3.367 -0.508 0.084
H -4.245 -1.249 1.017 0.119
H -3.886 1.217 0.982 0.121
H -1.399 3.822 1.553 0.123
H 0.616 3.196 0.266 0.095
H 4.042 -1.970 -0.982 0.102
H 4.579 -1.896 0.713 0.101
H 5.472 -1.009 -0.545 0.034
H 0.744 -1.358 1.083 0.072
H 2.314 -2.020 1.567 0.097
H 1.787 -2.162 -0.113 0.092
H -0.890 0.760 -1.986 0.117
H -1.227 -1.707 -1.968 0.114
```

Properties
orbital gap = 8.19 eV
molar mass = 357.48 u
LUMO level = 0.1 eV
E_HOMO = -8.13 eV
total energy = -2088.92290 Ha